Below is a 9-piece molecular cluster, C34H94N8O10 overall at a distorted geometry, with properties calculated with the ωB97M-V functional and the def2-TZVPD basis.

```
146
Properties=species:S:1:pos:R:3
O -22.09367 -16.08709 2.66714
O -22.90039 -14.68004 0.12801
O -24.50109 -18.03017 7.63012
O -19.69779 -11.52591 5.82955
O -23.05915 -10.67778 0.27394
O -28.02357 -11.93407 0.39185
O -26.28980 -9.24694 4.98900
O -17.70949 -16.59026 2.93403
O -17.27426 -14.97800 -3.28136
O -26.67938 -19.84155 1.86027
N -19.92412 -15.16947 -0.70941
N -26.41368 -14.00859 2.80257
N -22.87861 -15.21172 5.90011
N -19.97072 -9.23561 8.62985
N -20.88795 -9.74944 1.81555
N -19.49931 -17.38066 5.00828
N -24.23341 -12.12948 4.71112
N -24.33221 -17.23783 0.83202
C -20.00195 -10.92135 7.05863
C -19.19449 -13.02422 -1.61370
C -25.01796 -18.53056 0.65430
C -17.72048 -15.07614 -1.93860
C -18.37480 -9.14568 6.59833
C -19.07889 -15.95097 4.83832
C -27.02535 -12.64390 0.95252
C -24.33722 -10.78352 6.71780
C -22.78880 -9.33317 0.34295
C -22.75640 -14.84964 2.60689
C -26.68836 -8.27537 4.11014
C -17.64796 -15.88447 4.18114
C -24.13078 -19.20568 8.39921
C -25.05505 -11.26068 5.47644
C -16.52652 -16.66369 2.22617
C -15.86199 -14.80749 -3.36976
C -19.19424 -14.54124 -1.81375
C -27.82715 -11.12322 -0.69384
C -24.17113 -19.73550 0.37192
C -28.18228 -12.55548 3.14266
C -27.49905 -20.08185 2.98304
C -24.00598 -16.04203 6.41185
C -21.70151 -7.52078 1.63826
C -20.82711 -11.72096 5.00527
C -24.95018 -16.44338 5.34607
C -19.73418 -9.42858 7.22068
C -25.31353 -10.17483 4.53883
C -27.55743 -13.48735 2.09133
C -23.42865 -17.31301 7.03967
C -23.44055 -11.01887 -1.02851
C -22.12941 -8.97533 1.66141
C -22.40970 -14.05105 1.31983
C -25.74515 -18.76484 1.99752
C -19.01201 -15.45866 6.30710
H -19.03301 -12.50089 -2.57462
H -27.50364 -11.71702 -1.56880
H -23.73310 -17.05085 0.06169
H -18.15607 -15.91424 6.77433
H -27.51352 -21.19372 3.07404
H -17.16483 -14.94493 3.93953
H -21.33551 -13.89786 1.13512
H -28.87877 -12.96480 3.88948
H -25.43980 -15.63648 4.72580
H -19.49301 -9.93842 9.19958
H -24.42439 -10.53496 -1.34826
H -27.47798 -11.89362 3.67986
H -24.36493 -17.07644 4.57545
H -18.06522 -8.11892 6.74956
H -22.24536 -15.23780 6.68439
H -19.85667 -15.51272 4.25231
H -26.47910 -14.25183 3.79937
H -28.75759 -11.81969 2.59419
H -18.51563 -12.63163 -0.91698
H -15.68087 -14.91532 -4.42800
H -17.79281 -16.12283 -1.63309
H -20.19603 -16.18407 -0.86356
H -23.41521 -19.80926 1.17443
H -22.63205 -16.75161 2.13278
H -24.58047 -15.45165 7.20079
H -15.93235 -17.46709 2.64436
H -22.78726 -17.87360 6.35916
H -20.12106 -12.72929 -1.14894
H -22.06269 -9.04928 -0.43717
H -21.58261 -12.36894 5.50183
H -25.01990 -10.18997 7.38634
H -27.51563 -8.62798 3.49140
H -23.71631 -8.72936 0.13232
H -25.99509 -11.72418 5.76268
H -19.49172 -15.13301 0.23225
H -22.45902 -14.31937 3.52220
H -23.54460 -19.90314 7.80775
H -16.59751 -17.10754 1.25692
H -20.90509 -7.31281 0.89944
H -17.01079 -16.44188 4.84831
H -19.23501 -11.40447 7.65539
H -23.58830 -18.84704 9.25738
H -21.39333 -7.19570 2.63545
H -24.44007 -9.59532 4.33588
H -26.22291 -17.84057 2.19652
H -22.81355 -9.18033 2.47060
H -27.06102 -10.44180 -0.42397
H -19.76754 -8.36844 9.06336
H -28.78739 -10.65275 -0.91875
H -28.50044 -19.61731 3.00147
H -21.04533 -10.75979 1.79379
H -24.98489 -19.00878 2.79246
H -21.24662 -10.75577 4.72872
H -22.77367 -13.01187 1.46890
H -26.52886 -13.20731 0.12399
H -17.58788 -9.82145 7.01975
H -20.99304 -11.18907 7.40770
H -26.93210 -7.33883 4.55483
H -24.70032 -20.67383 0.48449
H -18.57500 -9.21612 5.52613
H -18.67817 -17.99684 5.26819
H -23.61219 -19.73138 -0.56987
H -23.42524 -12.07445 -1.08542
H -26.96265 -19.74500 3.86775
H -22.46374 -15.64736 5.08147
H -15.47118 -13.86425 -2.97282
H -20.55346 -9.54514 2.76556
H -19.84284 -17.68176 4.11314
H -22.79751 -16.99962 7.89367
H -28.30710 -14.21997 1.71843
H -23.81421 -12.81076 5.32534
H -25.05876 -16.54021 0.92633
H -26.24907 -12.07850 1.39764
H -23.81850 -14.99456 2.62965
H -25.06100 -19.62210 8.74701
H -25.95251 -8.03864 3.37193
H -19.90671 -15.80932 6.89521
H -22.51837 -6.83735 1.47317
H -19.06917 -14.35008 6.39535
H -22.19839 -14.73168 -0.55230
H -25.79771 -17.00336 5.71885
H -25.68312 -14.44337 2.30371
H -25.69552 -10.76777 3.68051
H -17.12345 -14.43752 -1.32886
H -20.47149 -12.24922 4.13510
H -15.99885 -15.71230 2.20634
H -19.67386 -14.76487 -2.81406
H -20.39674 -8.81530 6.64050
H -23.55605 -10.07796 6.43149
H -23.78108 -11.67429 7.24274
H -22.78082 -10.57217 -1.75132
H -15.35445 -15.67177 -2.91853
H -24.52615 -12.63584 3.83905
H -25.76526 -18.47956 -0.14215
```

Summary:
Energy   -69170.7416 eV
SMILES   COC[C@H](C)N.COC[C@H](C)N.COC[C@H](C)N.COC[C@H](C)N.COC[C@H](C)N.COC[C@H](C)N.COC[C@H](C)N.COC[C@H](C)N.OCCO
ΔE to the lowest compared entry with this formula, charge and spin   84.8 kcal per mole
Orbital gap   9.10 eV

Below is a 10-piece molecular cluster, C34H95N7O10 overall at a distorted geometry, with properties calculated with the ωB97M-V functional and the def2-TZVPD basis.

```
146
Properties=species:S:1:pos:R:3
O 0.05011 -0.49716 3.79695
O 0.70007 -0.21653 -1.47974
O -2.19860 -2.66588 1.24287
O 6.24716 0.66664 3.60786
O -2.58209 3.92914 -2.51447
O 0.26313 -2.82975 2.33535
O 3.58550 3.01101 -3.01822
O -5.52254 -0.19108 2.62973
O -1.85640 -1.61167 -4.58086
O 4.23399 -3.38010 -0.95620
N 6.13521 -5.27171 -0.46260
N -3.20066 0.94190 -4.02180
N 5.62657 0.43287 0.75128
N -4.95435 2.72731 -1.69064
N -5.31580 2.68350 2.00599
N 2.78793 0.36206 6.07474
N -2.31019 -0.61009 -1.54743
C 1.18193 -3.74224 0.37086
C 5.45689 -4.44254 0.55853
C -2.15501 -0.66859 -5.59816
C 1.70613 0.72927 -1.39465
C -3.41562 4.57162 -1.62981
C -2.78930 -3.95667 1.04868
C 3.50177 2.76803 -4.44970
C -5.04841 -1.46622 2.21903
C 3.94122 -2.33580 -1.86791
C -0.54244 -2.19616 -4.63313
C 0.75245 0.16310 4.86085
C 1.83710 -1.93238 5.56258
C 2.08020 -0.47589 5.09739
C -1.25301 -0.01681 3.57020
C -2.64597 -4.59321 -0.32351
C 7.29609 0.31382 4.51579
C -1.57934 0.41874 -0.78447
C -2.42365 0.85281 0.35507
C -0.17054 -0.15888 -0.35135
C 5.17109 -3.05623 -0.01912
C -5.75338 5.11540 -1.06556
C -6.29781 0.42000 1.59112
C -1.23937 4.22340 -2.10841
C 2.11234 3.18372 -4.93034
C -3.40062 0.10168 -5.16771
C 6.22132 -4.39968 1.90928
C -6.50920 1.88674 1.94012
C -3.97057 0.91051 -6.36993
C -4.84089 4.19808 -1.88975
C 4.15008 1.95293 1.98366
C 1.46896 -2.85679 1.54712
C 5.56613 1.70825 1.47084
C -7.54598 2.53943 0.95329
C 6.63866 1.68744 2.61162
H 0.86717 -4.77069 0.70697
H 2.61714 -0.43865 4.14679
H 5.70067 -5.39466 -1.34525
H -1.30143 0.99958 3.13189
H 2.94009 -2.46987 -2.30437
H 3.86650 -1.35986 -1.35164
H -4.10318 -1.44793 1.62642
H -0.94546 5.22321 -2.48807
H -7.26467 -0.05286 1.49663
H -2.37773 1.54800 -4.19554
H 1.37958 1.77195 -1.51548
H 1.13643 -2.52952 4.98205
H -3.14376 4.31113 -0.58595
H -2.25794 -1.14119 -6.62465
H 3.76065 0.13016 6.02443
H -8.52144 2.11436 0.99238
H 2.46204 0.45829 -2.10105
H 5.38573 -4.25697 2.62860
H 7.59661 1.43445 2.18799
H -7.57551 3.60546 1.15008
H 3.57305 2.02540 1.06225
H -5.01689 4.47746 -2.93045
H -4.25457 2.21423 -2.27071
H 1.42669 -1.82141 6.58268
H -0.62146 3.53113 -2.67704
H 1.40399 2.99795 -4.16450
H 5.88043 2.51224 0.80902
H -1.72879 -1.02753 -2.28212
H 4.73844 -2.41333 0.78846
H -0.27457 -1.13365 0.12078
H 3.78490 1.10988 2.57053
H -1.38234 0.06629 -5.82183
H -4.90805 2.79350 1.06466
H 0.15598 0.14276 5.78811
H 2.11931 0.63621 -0.39558
H 3.71869 3.93879 -2.85879
H 2.14903 4.32463 -5.08463
H 4.46887 -4.87269 0.72030
H -1.99932 1.76024 0.80845
H 2.80466 -2.48313 5.49749
H 5.60772 -0.35976 1.41429
H 4.30753 3.33237 -4.90253
H 4.01661 2.75115 2.67232
H -5.57809 6.10364 -1.49524
H 6.92117 -3.58795 1.83146
H 6.04495 -2.57957 -0.49711
H -6.81252 4.80395 -1.06845
H -5.80864 -1.98453 1.54175
H -0.38559 -2.94948 -3.83994
H -5.71136 0.49575 0.67131
H 2.07093 -3.77854 -0.20455
H -3.79379 -3.75966 1.25435
H -1.72094 -0.62089 2.80508
H -4.34870 0.28314 -7.13434
H -1.09387 4.26574 -1.01280
H -6.93463 1.98217 2.94285
H -1.28507 -2.80389 1.62756
H -3.32404 -4.15998 -1.04484
H 7.48628 1.07013 5.22841
H -4.96764 -2.12656 3.09159
H 1.73918 2.71410 -5.84844
H 2.79403 1.36963 5.84958
H -4.60625 2.14513 2.57800
H -3.43242 1.13708 -0.03301
H 4.69989 -2.23967 -2.66286
H 1.68957 -1.81443 1.29633
H -5.44765 5.05905 -0.00268
H 8.19730 -0.07565 3.95880
H -3.18825 1.59407 -6.70552
H 0.23417 0.54015 0.39938
H -2.53078 -1.37915 -0.88739
H 6.87924 -0.52112 5.09948
H 0.90799 1.19983 4.57055
H -4.16534 -0.67042 -4.87729
H 6.82188 2.67347 3.10890
H -4.81418 1.48515 -6.10452
H -1.38763 1.23293 -1.52394
H -1.61336 -4.46663 -0.69610
H -2.81600 -5.67063 -0.40111
H -2.37062 -4.59301 1.79792
H 2.29211 -3.28921 2.15420
H 3.63840 1.71869 -4.51937
H 0.27711 -2.13204 3.07550
H -5.86678 2.31598 -1.71749
H -3.32025 5.70633 -1.62974
H -3.07461 0.42276 -3.13369
H -0.45088 -2.66453 -5.59360
H 6.33262 -6.19010 -0.11349
H -1.86366 -0.06854 4.47077
H 6.58183 0.35613 0.36292
H 0.48877 -3.26963 -0.28101
H 6.73235 -5.33097 2.17565
H 0.23724 -1.45656 -4.64573
H -2.47058 0.02394 1.04870
H -7.26458 2.31997 -0.09545
```

Summary:
Energy   -67698.7588 eV
SMILES   COC[C@H](C)N.COC[C@H](C)N.COC[C@H](C)N.COC[C@H](C)N.COC[C@H](C)N.COC[C@H](C)N.COC[C@H](C)N.CCO.CCO.CCO
ΔE to the lowest compared entry with this formula, charge and spin   60.1 kcal per mole
Orbital gap   8.82 eV

Below is a 13-piece molecular cluster, C34H99N5O13 overall at a distorted geometry, with properties calculated with the ωB97M-V functional and the def2-TZVPD basis.

```
151
Properties=species:S:1:pos:R:3
O -1.61865 -2.16054 -3.88671
O -4.40371 0.41359 -0.00509
O -3.09084 1.88111 6.01961
O 4.85528 -3.23661 3.54779
O -1.58057 0.59771 -3.44401
O 1.70970 1.00652 1.04879
O 1.66934 -4.32829 -1.70397
O -5.43716 -1.65061 2.01983
O 5.39378 -0.58881 -0.37288
O 1.33141 2.93051 5.77413
O 2.54234 -0.55690 -4.30333
O 0.60662 2.27958 -4.00407
O -2.17956 3.40846 1.27662
N -2.27047 6.20594 -1.05644
N -1.67570 -0.06056 -0.21162
N 3.12026 1.80349 -5.65695
N 5.05065 0.34934 -3.00623
N -0.46488 -2.77064 -1.04179
C 1.74258 -1.22926 -3.34826
C 4.45079 0.44116 -0.57668
C -3.43994 -2.95353 1.62923
C 0.77240 0.37823 0.16069
C -2.67497 1.48963 -3.00932
C -1.02034 -5.17215 -0.81040
C -1.67556 3.90759 2.45892
C -4.01521 5.50948 0.47378
C -1.89294 4.22606 0.16516
C 5.34205 -1.27888 0.84998
C 1.59127 2.40605 1.01137
C 1.27623 2.48383 4.43045
C 3.71537 2.14380 -2.12692
C -3.00386 0.81304 5.02000
C 2.72998 0.54800 -6.33576
C 3.57406 -2.21140 5.35144
C 4.83010 1.20298 -1.82562
C 3.88633 -0.27828 -6.77970
C 0.85155 3.35249 -3.10450
C 1.82213 -0.21345 -5.42193
C 1.27288 -4.33498 -0.33786
C -0.63932 0.50169 0.68736
C -4.75866 1.66978 0.47909
C -5.42733 -3.16383 0.10704
C -0.77844 -0.10983 2.05387
C -0.19489 -4.00207 -0.25865
C 2.82646 -4.31847 4.35312
C -4.94834 -2.89661 1.52940
C 3.51510 -3.02473 4.08181
C -2.50047 5.57630 0.23874
C -2.91480 -2.57204 -3.44817
C -4.31087 0.00209 4.95837
C 3.04343 -4.43316 -1.85831
C -1.83021 -0.02044 5.36742
H 1.94896 3.10399 3.83931
H 1.46473 -1.13550 -5.89965
H 0.83629 0.82732 -0.84722
H -1.26530 6.28072 -1.24728
H 3.49758 2.75741 -1.23978
H 2.33953 -1.35737 -2.43490
H -4.23306 -0.87490 4.32071
H 4.32817 -1.47032 1.21756
H -2.00106 6.14553 1.03410
H 1.92215 3.49773 -2.95409
H 0.38905 -2.38868 -1.45635
H 0.44209 2.92458 6.14031
H 3.44745 -0.00806 -0.71755
H -3.90480 2.37544 5.85724
H 0.37631 4.28309 -3.43986
H 4.55319 -0.43047 -5.92769
H 0.83783 -0.65722 -3.09388
H -1.51836 0.30218 -1.16370
H 2.94990 -2.42457 3.36115
H -3.12385 -2.77109 2.66915
H 1.83621 -3.55307 0.22052
H -0.91538 0.56908 5.38708
H 2.58265 -1.86431 5.66413
H -2.94308 -2.17844 1.02737
H 3.34624 -4.85835 5.14857
H 2.07485 0.80450 -7.18212
H 1.55751 1.43295 4.33228
H 5.74254 1.78193 -1.64959
H 1.47354 -5.30193 0.16005
H 4.37390 1.11340 0.29305
H 1.44795 -2.23683 -3.67722
H 1.80576 -4.10264 4.67839
H 2.80863 1.58791 -2.38007
H 2.77391 -4.94456 3.46640
H -1.97914 -0.53581 6.31615
H -0.91267 1.56256 0.78830
H -0.78953 4.34770 0.08958
H -1.81232 3.17350 3.25249
H 3.25288 -4.54125 -2.92177
H -3.10277 -3.58607 -3.80659
H 4.07954 -2.71640 6.17681
H -1.46960 -1.08258 -0.39047
H -2.08846 -4.96857 -0.65577
H -4.54762 -0.35077 5.97210
H -0.59310 4.11679 2.37256
H -0.43366 -3.85710 0.79589
H -0.90628 -3.08149 -1.91377
H -1.81117 -0.01212 2.39323
H -2.56477 7.18487 -0.98195
H -6.44104 -3.54700 0.10511
H 5.42958 -0.55322 -2.68066
H 3.55432 -3.51714 -1.51392
H 0.37550 3.09922 -2.15674
H -5.39465 -2.22508 -0.45824
H -0.79883 1.13845 -3.71343
H 4.44728 0.24798 -7.55710
H -0.77014 -6.10252 -0.30009
H 2.39409 2.89273 1.56155
H 5.23889 -3.96693 4.04916
H 0.27311 2.59543 3.99322
H 3.99430 2.81782 -2.93372
H -5.18655 -0.96789 1.36781
H -0.64699 -1.20340 2.00440
H -2.19538 4.82143 2.77855
H 5.84319 -2.24047 0.71332
H -4.27622 5.01167 1.41372
H -2.36947 1.90706 -2.03515
H 4.13820 -1.29314 5.14161
H -3.70911 -1.92249 -3.83609
H -2.82766 1.31295 4.05286
H -4.73867 -3.83768 -0.41428
H -4.47009 6.49907 0.43561
H -2.26619 3.67354 -0.69421
H -5.15386 0.62052 4.63479
H 1.54540 2.78610 -0.01758
H 1.04880 -0.68263 0.17380
H -5.84025 1.80432 0.47518
H -0.03503 0.31965 2.72294
H -0.89332 -5.27186 -1.88950
H -2.90893 2.33164 -3.66701
H -1.77158 -0.79143 4.59563
H -4.33451 1.86587 1.46838
H -4.38240 2.47254 -0.18632
H -1.61420 -1.17083 -3.84084
H -4.48096 4.88658 -0.29828
H 3.79993 1.57019 -4.91894
H -5.36023 -3.68314 2.16965
H 3.59961 -1.25080 -7.18657
H 0.97638 0.42373 -5.14354
H -3.56634 0.88795 -2.86236
H 0.67174 2.72274 1.54446
H 3.66179 2.37865 -6.30900
H 3.44334 -5.29789 -1.31573
H 0.99013 2.48537 -4.86507
H -3.39097 0.30457 0.01687
H 5.94010 -0.73586 1.59273
H -2.99684 -2.58269 -2.34721
H -3.00955 -3.92067 1.34538
H 4.11658 0.04190 -3.36718
```

Summary:
Energy   -70928.1021 eV
ΔE to the lowest compared entry with this formula, charge and spin   0.0 kcal per mole
Orbital gap   9.56 eV